[1]
Formula: C34H92BrMnN4O18S
Source: the OMol25 dataset
Level of theory: ωB97M-V/def2-TZVPD

As for the multiplicity: 6. The HOMO energy (spin up / spin down) is -5.43 / -5.67 eV. The charge is -1. For the lowest unoccupied orbital energy (spin up / spin down), the calculation gives 2.2 / 2.2 eV. Its HOMO-LUMO gap (spin up / spin down) is 7.60 / 7.84 eV.

CARTESIAN COORDINATES (ANGSTROEM)
Br  -31.536  -26.264  -10.977
Mn  -32.188  -25.119  -8.833
S  -34.351  -24.983  -7.225
O  -27.792  -29.601  0.315
O  -31.531  -26.696  -7.588
O  -34.104  -26.602  -3.551
O  -33.382  -28.302  -6.449
O  -25.417  -26.075  -13.181
O  -35.439  -24.043  -7.292
O  -34.934  -21.380  -7.529
O  -30.503  -24.014  -8.538
O  -28.458  -27.594  -10.540
O  -33.471  -20.764  -11.744
O  -28.330  -20.580  -10.872
O  -31.753  -23.359  -5.044
O  -33.057  -24.262  -7.195
O  -29.225  -26.428  -3.136
O  -36.025  -25.999  -10.169
O  -30.641  -29.038  -13.076
O  -34.395  -25.901  -6.103
O  -34.109  -25.666  -8.454
N  -31.366  -30.208  -12.736
N  -33.066  -23.129  -9.731
N  -26.356  -23.560  -11.870
N  -30.114  -28.354  -1.155
C  -34.008  -28.861  -7.547
C  -30.853  -22.684  -8.901
C  -30.332  -27.464  -7.788
C  -33.314  -21.097  -13.161
C  -26.856  -29.831  1.449
C  -29.113  -25.198  -3.824
C  -27.989  -21.865  -11.336
C  -30.754  -31.032  -11.604
C  -27.669  -26.481  -10.216
C  -29.272  -31.260  -11.955
C  -30.110  -29.764  -0.669
C  -31.789  -22.526  -10.140
C  -34.065  -23.108  -10.826
C  -34.472  -21.643  -11.124
C  -33.627  -29.231  -12.430
C  -32.896  -32.533  -11.836
C  -27.656  -20.275  -9.644
C  -31.394  -32.456  -11.516
C  -29.386  -24.004  -7.629
C  -33.312  -31.749  -13.095
C  -35.589  -27.167  -10.881
C  -35.332  -26.265  -2.958
C  -32.572  -23.415  -3.941
C  -30.621  -28.227  -2.501
C  -24.694  -25.394  -12.170
C  -32.775  -29.865  -14.691
C  -25.266  -27.413  -13.289
C  -30.926  -30.286  -10.261
C  -29.161  -29.971  0.520
C  -30.548  -26.798  -2.879
C  -34.320  -21.299  -6.275
C  -25.015  -23.855  -12.379
C  -32.738  -30.273  -13.198
C  -26.556  -22.080  -11.813
H  -32.399  -24.420  -3.558
H  -31.638  -28.615  -2.459
H  -29.963  -27.679  -6.785
H  -33.773  -29.521  -11.390
H  -33.444  -29.790  -7.634
H  -25.737  -27.967  -12.478
H  -29.563  -23.233  -6.880
H  -29.972  -29.822  -10.010
H  -33.097  -32.194  -14.067
H  -30.943  -33.174  -12.201
H  -32.352  -22.610  -3.239
H  -29.687  -30.448  -1.405
H  -25.847  -21.662  -11.099
H  -26.397  -21.560  -12.758
H  -32.456  -28.831  -14.826
H  -23.661  -25.634  -12.422
H  -33.606  -23.319  -4.272
H  -34.175  -26.399  -4.486
H  -35.962  -27.150  -2.870
H  -25.684  -27.801  -14.218
H  -26.794  -30.906  1.620
H  -33.994  -28.260  -8.457
H  -31.121  -30.919  -9.396
H  -29.223  -31.021  0.806
H  -35.410  -25.743  -9.478
H  -26.651  -19.899  -9.835
H  -32.098  -27.258  -7.054
H  -27.065  -24.014  -12.428
H  -32.243  -23.658  -5.814
H  -29.315  -27.241  -10.792
H  -29.536  -26.948  -8.326
H  -31.102  -30.183  -0.499
H  -33.918  -20.340  -5.951
H  -36.200  -27.703  -11.608
H  -28.611  -21.964  -12.226
H  -33.316  -31.927  -11.033
H  -34.640  -29.188  -12.831
H  -31.223  -22.082  -8.071
H  -25.824  -29.494  1.348
H  -34.906  -21.717  -5.456
H  -28.296  -22.690  -10.693
H  -29.610  -29.380  1.318
H  -24.947  -25.655  -11.142
H  -34.642  -27.028  -11.404
H  -31.702  -29.527  -10.162
H  -24.195  -27.600  -13.357
H  -35.254  -21.851  -11.854
H  -34.402  -31.765  -13.059
H  -27.587  -21.108  -8.945
H  -28.196  -19.457  -9.166
H  -24.294  -23.261  -11.818
H  -28.444  -23.722  -8.100
H  -28.754  -30.406  -12.392
H  -35.006  -29.242  -7.330
H  -35.155  -25.923  -1.938
H  -28.647  -31.576  -11.120
H  -33.350  -33.522  -11.905
H  -28.204  -25.706  -9.666
H  -35.876  -25.554  -3.581
H  -30.053  -28.879  -3.164
H  -33.619  -23.578  -11.703
H  -31.300  -22.842  -11.061
H  -29.794  -24.441  -3.436
H  -29.274  -24.908  -7.030
H  -31.198  -32.877  -10.530
H  -29.343  -25.247  -4.889
H  -32.852  -22.069  -13.331
H  -27.293  -29.465  2.378
H  -31.067  -26.158  -2.165
H  -30.857  -28.481  -12.324
H  -35.296  -27.906  -10.136
H  -27.304  -26.025  -11.136
H  -33.212  -28.224  -12.430
H  -35.016  -21.146  -10.321
H  -24.942  -23.627  -13.442
H  -29.207  -31.977  -12.774
H  -31.106  -26.680  -3.807
H  -29.232  -27.865  -1.102
H  -32.727  -20.323  -13.657
H  -33.525  -22.499  -9.089
H  -33.480  -21.993  -6.293
H  -31.942  -21.452  -10.249
H  -35.112  -22.303  -7.725
H  -29.942  -22.129  -9.125
H  -34.985  -23.644  -10.593
H  -33.924  -27.557  -6.182
H  -32.142  -30.490  -15.320
H  -34.287  -21.058  -13.652
H  -30.538  -28.378  -8.345
H  -28.103  -24.796  -3.752
H  -33.763  -29.880  -15.152
H  -26.861  -26.781  -9.548

Here are the Mulliken charges for atoms 1 to 8, given in e: Br -0.68; Mn 0.54; S 1.02; O -0.30; O 0.13; O -0.38; O -0.50; O -0.34

[2]
Formula: C34H92LiN6O14Pt
Source: the OMol25 dataset
Level of theory: ωB97M-V/def2-TZVPD

As for the multiplicity: 3. The HOMO energy (spin up / spin down) is -3.74 / -5.08 eV. The charge is -1. For the lowest unoccupied orbital energy (spin up / spin down), the calculation gives 2.2 / 2.2 eV. Its HOMO-LUMO gap (spin up / spin down) is 5.99 / 7.33 eV.

CARTESIAN COORDINATES (ANGSTROEM)
Pt  -2.188  -1.902  -0.093
O  -4.536  -4.706  4.799
O  4.684  -1.617  0.213
O  -0.573  0.718  -3.875
O  -6.366  -4.162  0.214
O  2.235  -6.466  1.057
O  -0.137  -2.619  0.214
O  -3.143  -0.627  -3.161
O  2.917  7.903  -0.142
O  -1.785  0.025  0.772
O  0.068  4.497  -3.201
O  -0.792  -0.987  -1.902
O  -2.702  2.443  -0.027
O  -2.819  -2.222  1.971
O  2.618  1.973  1.892
N  5.095  1.328  -1.811
N  3.032  6.919  -3.779
N  -4.139  -1.239  -0.449
N  -0.816  -4.785  2.413
N  1.595  -0.685  1.084
N  0.215  2.214  -0.146
C  3.235  6.718  -2.311
C  -6.618  -0.912  -0.119
C  1.753  -1.213  3.605
C  -2.297  -3.728  5.383
C  -3.019  -0.981  2.569
C  4.778  -1.082  -2.543
C  4.633  0.039  -1.450
C  0.651  -2.672  -1.000
C  -1.439  0.062  -4.731
C  -0.135  -2.166  -2.248
C  -5.404  -3.328  -0.394
C  -5.400  -1.808  0.082
C  3.623  -6.114  0.922
C  0.740  3.357  -1.076
C  2.893  8.029  -1.533
C  -0.817  4.357  -4.286
C  -4.026  2.428  0.413
C  -6.458  -4.151  1.642
C  2.850  0.752  2.649
C  -1.915  0.008  2.203
C  5.249  -2.219  1.403
C  1.459  -5.230  1.352
C  0.028  -5.707  1.651
C  -0.353  3.654  -2.118
C  3.729  2.830  1.886
C  4.771  6.496  -2.249
C  -4.590  3.932  0.269
C  1.798  7.147  0.385
C  -2.911  0.181  -4.303
C  1.637  -0.175  2.472
C  5.330  -0.425  -0.194
C  2.112  2.929  -1.693
C  -0.746  -6.026  0.342
C  -3.148  -4.485  4.346
Li  -0.334  0.118  -0.419
H  5.271  0.290  0.623
H  -3.170  -1.050  3.672
H  1.953  8.495  -1.871
H  -3.994  2.124  1.450
H  -7.099  -1.105  -1.029
H  4.178  -7.020  0.767
H  -5.671  -3.520  -1.416
H  -4.631  1.719  -0.146
H  2.481  -1.179  0.990
H  0.876  4.219  -0.361
H  3.950  -5.539  1.838
H  5.908  1.337  -2.376
H  -1.047  -3.990  1.793
H  1.000  -3.718  -1.148
H  3.417  3.866  1.639
H  -0.821  -5.145  -0.321
H  -0.706  2.683  -2.488
H  1.826  7.300  1.473
H  1.412  -4.604  0.467
H  4.668  -2.047  -2.120
H  5.316  -1.559  2.289
H  -2.380  -0.520  -2.565
H  3.777  -5.360  0.136
H  -4.072  -0.308  0.016
H  -0.497  0.117  -3.075
H  0.851  2.084  0.630
H  3.607  0.075  -1.105
H  -0.931  3.236  -4.477
H  4.597  -3.061  1.646
H  -1.084  -0.948  -4.740
H  4.079  -1.079  -3.410
H  -1.004  -0.436  2.561
H  -0.389  -4.472  3.262
H  6.393  -0.618  -0.350
H  2.694  3.701  -2.112
H  2.028  6.862  -3.805
H  5.829  -1.055  -2.898
H  3.652  8.725  -1.884
H  -2.323  -4.394  6.313
H  4.376  2.019  -2.150
H  0.940  7.460  -0.087
H  0.972  -1.943  3.392
H  -0.299  4.763  -5.183
H  2.691  -1.805  3.635
H  1.789  2.138  -2.424
H  3.652  0.139  2.380
H  -4.177  4.355  -0.635
H  -4.381  4.494  1.176
H  -0.735  2.426  0.147
H  3.307  6.023  -4.240
H  -7.281  -1.161  0.675
H  4.548  2.449  1.340
H  5.327  7.364  -2.679
H  -7.185  -4.898  1.876
H  -1.397  0.508  -5.680
H  3.987  2.905  2.970
H  -5.221  -1.896  1.144
H  -6.403  0.160  -0.040
H  -2.688  -2.675  5.483
H  -2.073  1.047  2.544
H  -0.821  -2.951  -2.635
H  1.597  -0.842  4.562
H  -3.023  1.282  -4.166
H  -1.838  4.767  -4.150
H  0.882  -1.418  1.044
H  1.988  6.081  0.183
H  0.492  -1.989  -3.148
H  -1.242  4.062  -1.599
H  -3.972  -0.469  2.124
H  0.101  -6.658  2.181
H  -3.178  -3.938  3.415
H  -4.377  -3.721  -0.219
H  2.641  5.903  -1.860
H  -6.785  -3.179  2.040
H  -5.505  -4.442  2.126
H  -4.220  -1.115  -1.454
H  -2.704  -5.475  4.154
H  -1.735  -6.356  0.600
H  -1.234  -3.833  5.079
H  5.124  5.600  -2.852
H  1.900  -4.720  2.238
H  -2.340  1.510  0.254
H  0.676  0.399  2.678
H  2.864  1.002  3.750
H  1.505  -2.072  -0.858
H  -0.156  -6.800  -0.266
H  -5.700  3.976  0.159
H  -3.609  -0.211  -5.040
H  6.210  -2.621  1.193
H  -5.048  -5.131  4.114
H  5.078  6.291  -1.231
H  2.608  2.482  -0.878

Here are the Mulliken charges for atoms 1 to 8, given in e: Pt 4.09; O -0.63; O -0.22; O -0.49; O -0.53; O -0.44; O -0.23; O -0.68

[3]
Formula: C34H92N6O11
Source: the OMol25 dataset
Level of theory: ωB97M-V/def2-TZVPD

The relative energy (zero: lowest compared OMol25 entry of this formula, charge and spin) is 0.0 kJ/mol. As for the multiplicity: 2. The HOMO energy (spin up / spin down) is -10.30 / -10.30 eV. The charge is +1. For the lowest unoccupied orbital energy (spin up / spin down), the calculation gives -2.2 / -7.9 eV. Its HOMO-LUMO gap (spin up / spin down) is 8.12 / 2.35 eV.

CARTESIAN COORDINATES (ANGSTROEM)
O  -9.433  22.066  -2.906
O  -5.062  19.009  -11.893
O  -7.139  14.210  -10.736
O  -12.079  15.551  -9.611
O  -9.865  24.281  1.154
O  -4.812  22.163  -6.445
O  -10.051  26.848  -8.655
O  -6.909  18.848  -2.660
O  -9.719  21.660  -7.385
O  -5.999  17.610  -6.608
O  -9.533  13.855  -5.478
N  -7.939  19.415  -11.714
N  -4.513  19.120  -4.385
N  -8.988  16.398  -9.917
N  -11.404  11.585  -5.981
N  -7.832  18.620  -8.581
N  -10.946  24.029  -1.527
C  -5.861  13.582  -10.737
C  -7.331  17.468  -2.534
C  -8.411  14.693  -5.827
C  -9.115  24.955  2.198
C  -11.072  24.889  0.851
C  -11.704  24.020  -0.247
C  -10.595  22.684  -3.556
C  -8.640  20.892  -8.037
C  -10.309  10.391  -4.272
C  -11.480  16.823  -9.352
C  -2.644  20.475  -5.306
C  -11.604  23.025  -2.412
C  -10.547  11.793  -4.834
C  -10.871  26.012  -7.897
C  -12.713  15.519  -10.859
C  -5.605  20.340  -11.712
C  -10.232  17.108  -10.260
C  -5.739  22.799  -7.318
C  -4.156  20.517  -4.865
C  -9.148  14.956  -9.722
C  -4.874  16.700  -8.602
C  -10.012  25.302  -6.880
C  -8.899  19.357  -7.870
C  -7.034  20.370  -12.377
C  -8.375  21.906  -3.821
C  -9.210  12.498  -5.114
C  -5.323  16.484  -7.126
C  -3.799  18.830  -11.272
C  -7.765  21.719  -12.280
C  -9.091  18.893  -6.451
C  -7.824  14.255  -9.486
C  -8.866  17.365  -2.570
C  -5.220  20.875  -5.928
C  -10.827  21.711  -8.272
H  -9.641  26.038  -6.168
H  -11.874  22.100  -1.903
H  -13.361  16.310  -11.236
H  -11.985  15.437  -11.666
H  -7.020  17.062  -1.571
H  -8.487  16.405  -10.795
H  -9.160  16.489  -1.992
H  -7.448  21.631  -3.319
H  -5.492  13.622  -11.762
H  -9.111  26.029  2.012
H  -9.576  10.348  -3.467
H  -5.830  12.567  -10.342
H  -4.179  21.205  -4.020
H  -3.128  19.491  -11.820
H  -9.975  19.443  -6.129
H  -9.367  17.839  -6.482
H  -10.046  23.631  -1.301
H  -12.715  24.414  -0.348
H  -11.476  25.225  -8.347
H  -11.145  12.352  -4.114
H  -11.297  20.737  -8.407
H  -11.833  23.036  0.203
H  -7.965  22.075  -11.269
H  -11.709  24.851  1.735
H  -5.357  20.099  -6.681
H  -11.207  9.969  -3.823
H  -4.375  15.791  -8.939
H  -2.069  20.276  -4.401
H  -7.787  14.196  -6.571
H  -12.229  11.099  -5.658
H  -8.745  21.715  -12.758
H  -7.952  13.245  -9.094
H  -9.202  17.166  -3.588
H  -4.459  16.262  -6.501
H  -4.156  17.519  -8.642
H  -11.691  12.515  -6.251
H  -10.628  27.431  -9.153
H  -9.974  18.165  -10.328
H  -9.437  18.178  -2.122
H  -8.590  12.064  -5.899
H  -6.705  16.905  -3.226
H  -7.326  14.726  -8.638
H  -2.299  21.409  -5.750
H  -4.973  21.045  -12.252
H  -8.217  19.120  -5.840
H  -11.550  26.738  -7.450
H  -11.198  16.717  -8.305
H  -10.007  9.681  -5.042
H  -8.313  17.838  -9.001
H  -9.256  24.745  -7.434
H  -10.525  24.589  -6.236
H  -3.659  18.596  -4.253
H  -5.069  14.040  -10.145
H  -10.344  23.578  -4.128
H  -10.597  22.086  -9.269
H  -8.517  21.205  -9.074
H  -9.747  14.777  -8.829
H  -5.720  16.865  -9.269
H  -6.179  21.015  -5.429
H  -6.741  17.831  -7.175
H  -8.708  15.634  -6.290
H  -9.552  14.468  -10.609
H  -3.419  17.833  -11.495
H  -5.273  23.621  -7.863
H  -7.026  20.129  -13.440
H  -7.598  19.189  -9.382
H  -9.569  24.701  3.155
H  -12.206  17.631  -9.440
H  -5.966  22.148  -8.162
H  -10.403  16.876  -11.311
H  -8.527  21.066  -4.499
H  -11.094  21.863  -4.071
H  -6.284  18.892  -3.387
H  -8.646  12.578  -4.185
H  -9.804  19.090  -8.416
H  -7.818  14.982  -4.959
H  -3.861  18.982  -10.194
H  -7.688  18.465  -11.945
H  -4.936  18.702  -5.201
H  -10.985  25.946  0.603
H  -2.499  19.629  -5.977
H  -5.897  15.569  -6.977
H  -5.603  20.662  -10.671
H  -8.115  24.527  2.123
H  -6.675  23.153  -6.887
H  -12.579  23.384  -2.744
H  -7.140  22.439  -12.808
H  -13.331  14.623  -10.810
H  -11.577  22.357  -7.814
H  -8.893  19.552  -12.017
H  -8.132  22.835  -4.337
H  -7.793  21.167  -7.409

Here are the Mulliken charges for atoms 1 to 8, given in e: O -0.41; O -0.35; O -0.40; O -0.34; O -0.28; O -0.48; O -0.53; O -0.54

Question: Among the records above, which one has the highest charge?
Answer: C34H92N6O11